Record 1
Formula: C46H58N10OS
Source: the Open Molecules 2025 dataset
Level of theory: the ωB97M-V functional and the def2-TZVPD basis

Its multiplicity is 1. The value obtained for the HOMO energy is -0.288 hartree.

Atoms and positions in Å:
C: 0.3019 -4.1726 -5.2139
H: -3.0678 -4.0056 2.7257
H: -0.2878 0.1122 -4.9003
N: -1.4896 1.8554 -4.6404
H: -0.9190 -5.7696 4.3212
H: 1.6906 -2.4305 4.2622
H: -0.1770 -1.3047 -6.7972
H: 0.0230 -5.5029 -6.9878
H: 0.0426 -3.7039 2.3843
H: -0.3969 -3.2275 0.0651
H: -1.1085 0.2415 7.8580
C: -0.0428 -2.3036 -6.4148
H: 4.6081 -3.3929 -3.5390
C: -0.9929 -2.3108 0.3596
H: 1.3410 -4.6610 4.3991
H: -5.3334 0.0886 4.0268
N: -3.3988 1.2702 1.4921
H: 1.6032 -2.4029 6.8732
C: -2.3119 5.4461 0.2115
C: -2.8868 -1.2136 1.8438
H: -1.7055 1.7630 -3.6616
C: -1.5233 0.1902 0.0443
H: 3.0834 -0.5110 -1.7395
H: -1.5868 5.4262 1.0100
C: -3.3015 0.4630 4.6308
C: -0.8084 -4.4100 2.5962
H: 2.8922 6.5259 -7.0074
H: 0.5086 -0.5437 8.3912
H: -1.2878 -1.4331 6.0537
H: -2.8554 2.8331 7.2573
C: 0.2342 -2.7579 -5.1496
H: -2.2070 3.3990 -0.3275
H: -2.5479 3.6581 -5.0677
C: 4.0091 1.0311 -2.8571
C: 4.1154 -6.3149 -4.9761
H: -2.4417 -4.5753 1.1312
C: 3.8178 -4.9775 -4.9106
H: 5.0428 -0.4926 -0.1777
H: 0.3725 -2.1417 -4.2734
C: 4.5955 -4.4229 -3.8618
H: -3.9182 3.8415 -2.1118
C: -2.0164 3.4048 7.6226
H: -4.5652 6.4710 -1.9570
H: -0.3322 -3.3540 -8.2276
N: 3.8684 0.1096 -1.8536
H: 0.5021 -4.8495 -4.3977
C: 0.7019 -2.5681 4.8095
H: 0.2530 4.7432 9.5977
C: 0.8625 -1.8494 6.2134
C: 2.4906 5.7432 -6.3822
C: 5.8041 1.1335 -1.5090
C: -3.8559 5.9380 -1.3425
C: -0.3871 4.4195 8.7914
C: -3.0696 6.4718 -0.2933
H: 2.3064 3.5741 -3.8880
C: 3.0848 5.1932 -5.2190
C: 5.1999 1.6848 -2.6676
H: 1.2340 -0.7990 6.0369
C: -4.2499 -0.2258 3.8958
H: -0.9054 -2.8015 7.1746
C: -2.6090 0.0559 1.1597
O: -1.7196 2.6395 2.6142
H: -1.5720 3.2753 -7.5734
H: 3.2504 1.1423 -3.6167
H: -1.7954 -4.2241 4.6598
C: -0.6892 -1.0296 -0.3762
H: 0.4459 -4.4978 5.9957
H: -4.9509 -1.7039 2.3880
H: -1.4193 4.2601 5.7812
H: 6.0560 -5.4475 -2.5154
N: -2.6122 4.3076 -0.4898
C: -3.9862 -1.4451 2.9342
S: 0.0314 0.8205 -1.7666
H: 0.3550 3.5592 -5.4635
C: -2.5528 2.0301 2.0654
H: -1.8639 3.0524 9.7742
C: -1.4929 3.5362 8.8837
H: -2.4754 -0.0173 5.2201
H: -0.1146 0.9869 -7.4656
C: -3.5499 4.6050 -1.4441
N: -0.1402 -3.3900 -7.2410
C: -1.9209 2.8690 -5.4526
C: 2.2329 4.2274 -4.7439
N: -1.2655 4.1705 6.7715
H: 5.4351 -7.4958 -3.8172
C: -1.4129 2.6480 -6.7097
C: 0.0636 -4.5341 -6.5155
C: -0.7198 0.9852 -5.3643
C: -0.2734 4.7961 7.4772
H: 3.7502 -7.0930 -5.6279
H: 0.5436 5.2050 -7.3408
N: 1.1457 4.1771 -5.5735
C: -0.5787 -0.7255 8.1089
H: -3.4206 1.5916 4.6729
C: -0.8569 -4.6383 4.1865
N: 5.0391 -6.5903 -4.0028
H: 6.7508 1.4161 -1.0749
H: -3.0592 7.4936 0.0538
C: 5.3405 -5.4410 -3.3226
H: -0.0910 -2.1192 4.1439
C: 1.2969 5.0932 -6.5769
H: 5.5939 2.4713 -3.2929
H: -3.7822 -2.3476 3.5999
H: 0.4263 5.4524 6.9842
N: 0.2417 -0.8138 -1.3998
H: -1.0986 -1.2480 8.9746
N: -1.1495 1.3314 -0.7034
C: -2.2101 -3.8875 2.0105
C: -0.5786 -1.7618 6.8833
C: 0.4611 -4.1484 4.9114
H: 4.0302 5.4726 -4.7794
C: -2.0325 -2.4434 1.4154
H: -0.5371 -5.3904 2.0843
H: 3.1198 -4.4547 -5.5463
C: 4.9609 0.1626 -1.0307
C: -0.6515 1.4523 -6.6532



Record 2
Formula: C10H52O16
Source: the Open Molecules 2025 dataset
Level of theory: the ωB97M-V functional and the def2-TZVPD basis

The value obtained for the relative energy (zero: lowest compared OMol25 entry of this formula, charge and spin) is 18.1 kcal per mole. Its multiplicity is 1. The value obtained for the HOMO energy is -0.364 hartree.

Atoms and positions in Å:
O: 13.8866 22.1591 -10.6990
H: 15.3712 18.0185 -19.9561
O: 14.5931 23.7590 -13.0825
C: 9.7557 22.1049 -12.5353
C: 17.2096 20.6587 -14.8821
H: 13.5958 18.3171 -20.1246
O: 13.1230 18.7801 -17.5861
H: 11.9687 22.1321 -12.4947
H: 19.3841 16.1764 -14.5019
H: 15.7350 19.0461 -14.0690
H: 17.9131 17.7912 -15.6791
H: 14.2355 17.4563 -9.5388
H: 13.4074 15.9292 -15.8420
O: 12.6555 16.4450 -15.5359
O: 8.7208 21.2232 -13.0000
C: 14.0046 18.5717 -12.7860
H: 11.3527 17.1053 -14.3551
C: 17.9514 21.9490 -15.1265
H: 13.8512 20.3200 -15.2178
O: 13.1230 15.9123 -9.8083
H: 18.5241 22.2958 -14.2602
H: 17.1096 19.0580 -12.1290
H: 11.3216 21.1157 -13.6847
H: 9.2545 19.4797 -11.7419
C: 17.4738 16.8487 -15.3483
H: 14.1555 17.4990 -12.9455
O: 18.9430 15.0766 -16.1703
H: 17.3040 22.7782 -15.4077
H: 15.1421 19.9356 -10.9968
H: 13.6581 22.2140 -16.5013
H: 15.1269 18.1348 -17.5825
H: 14.7928 19.5757 -19.5579
O: 18.8513 21.7557 -16.2381
O: 10.7848 17.5875 -13.7276
H: 13.8637 16.9957 -18.3391
H: 12.9591 17.3677 -15.5725
H: 17.8512 19.8108 -14.6617
C: 18.4971 15.7751 -15.0033
H: 10.0359 18.2520 -12.2103
H: 13.5044 15.0522 -10.0200
O: 12.6111 20.3055 -9.1839
O: 13.6373 22.2281 -15.5344
H: 12.8161 19.3626 -9.2611
C: 14.4948 18.5255 -19.5444
H: 19.6247 15.6209 -16.5737
H: 12.9192 18.6709 -12.7410
H: 16.9920 17.1597 -14.4142
H: 12.2035 15.8536 -10.0957
H: 16.6772 16.5757 -16.0369
H: 9.9184 17.6108 -14.1534
H: 11.6819 20.3390 -8.9192
O: 16.0202 20.2974 -11.1597
H: 11.3049 20.6267 -11.9869
H: 14.7468 20.4544 -13.5475
H: 18.0648 15.0433 -14.3167
H: 16.4886 20.7891 -14.0651
H: 19.5200 21.1135 -15.9883
H: 15.3253 18.0703 -8.6447
H: 14.3812 23.2373 -12.2851
H: 14.3364 18.7524 -11.7615
H: 9.7404 23.0469 -13.0893
O: 9.5241 18.5979 -11.4541
C: 14.7396 19.3947 -13.8033
H: 7.9112 21.6806 -12.7465
C: 14.1965 18.0167 -18.1420
O: 13.9595 19.3711 -15.0597
H: 16.6035 20.4462 -15.7663
O: 17.8251 18.4494 -12.3888
O: 14.7016 18.2918 -9.3441
H: 13.1102 21.6032 -10.4903
H: 12.9166 22.8317 -15.3066
H: 13.6109 23.0572 -10.4715
C: 11.1202 21.4616 -12.6650
H: 17.5070 17.5727 -12.1514
H: 16.1328 20.9669 -10.4782
H: 14.3616 23.2141 -13.8460
H: 9.5706 22.2964 -11.4726
H: 13.4476 19.1295 -16.7423



Record 3
Formula: C37H57CeN12O4S3
Source: the Open Molecules 2025 dataset
Level of theory: the ωB97M-V functional and the def2-TZVPD basis

Its multiplicity is 2. The total charge is +2. The value obtained for the HOMO energy (spin up / spin down) is -0.466 / -0.466 hartree.

Atoms and positions in Å:
H: 2.2472 -0.4809 4.7734
C: -5.9661 1.0473 -0.8064
H: -4.3812 -4.7134 4.6815
H: 2.9820 -2.0747 3.4136
H: 5.2757 0.7888 0.1055
H: -6.9836 1.4355 -0.6996
C: 2.8096 4.3174 -2.3359
H: -4.1379 0.3762 3.4388
H: 3.3926 4.3674 -3.2539
N: -1.3946 1.6625 -1.2970
N: -3.1357 0.5367 -1.8440
C: 0.0326 4.7145 -2.5068
C: 3.8573 -3.9487 -1.2346
C: 5.4011 -1.0698 1.2125
N: 3.6366 0.5397 1.3455
H: 0.5041 5.6396 -2.8121
H: -1.8810 -5.0017 3.6943
C: -0.4232 1.5371 4.0722
C: 2.5312 4.2624 0.8325
H: -0.5119 3.9975 0.7110
H: 2.5514 5.3379 -2.0444
C: 3.4099 -2.6509 -1.1441
H: -1.5936 4.4031 -1.1449
H: -3.3981 -0.3437 0.1752
H: 4.5063 4.2037 -1.0156
C: 4.8005 0.1254 0.8376
C: 1.5387 0.1442 4.2277
C: 3.4376 -0.2705 -2.3529
C: 4.4340 -2.2113 -3.2794
H: 2.8111 -2.2927 -0.2945
H: 0.5812 -4.0669 -4.4907
N: 0.8284 1.0049 2.0780
O: 6.0263 -0.7017 -4.6571
H: -6.1741 3.3099 -2.3890
H: -3.5900 -1.2994 6.6298
H: -1.1844 -3.4353 -1.2456
C: 0.4609 0.7869 4.8421
H: -6.2950 0.8836 -2.9423
H: -0.7775 4.4839 -3.2025
H: 1.0496 -4.3826 -2.8357
C: 3.6915 -1.7529 -2.1885
N: 0.1613 4.1328 -0.0251
C: 2.9848 -0.2205 2.2330
H: -6.0318 -0.0036 -0.5127
C: -4.1463 0.0758 4.4815
O: 2.9240 0.4529 -1.4514
C: -2.8702 0.3191 -0.5102
C: 0.1628 -1.8889 -2.0162
H: -0.6917 5.9005 -0.8403
C: -0.2433 1.5578 2.6830
H: 5.6518 -3.7377 -4.1745
N: 3.8456 0.1834 -3.5197
H: -1.2685 2.1076 4.5275
C: -0.5906 4.8341 -1.0981
H: -4.4814 3.1528 -1.9450
H: 0.5280 -3.5428 -0.6887
H: 3.5289 -4.6820 -0.4837
C: 0.3068 -3.8598 -3.4541
H: 0.9388 5.5099 1.4554
H: 4.0529 2.6695 -1.7956
H: 5.0992 -5.3888 -2.2957
C: 3.6372 3.5708 -1.2992
C: -5.2552 2.7259 -2.5752
C: 5.0144 -3.4923 -3.3417
H: -0.6875 -4.2642 -3.2796
H: -4.7225 -0.7347 -2.5441
C: -2.0760 -4.1492 3.0236
C: 4.6778 -1.9156 2.0940
N: 0.3496 -2.4078 -3.2303
H: -0.1968 -2.0395 -5.2324
H: 2.4389 3.7972 1.8211
S: 1.2865 3.4348 -2.7746
N: -1.7818 1.0007 -0.1975
C: 0.4173 -1.5779 -4.4567
O: 3.7984 -1.2008 -5.6518
C: -0.2975 -2.8553 -0.9255
N: -2.1574 1.3705 -2.3237
C: -5.4989 1.2223 -2.2798
C: 4.6991 -4.3545 -2.2830
H: -0.5627 -2.2958 -0.0312
N: -3.8460 -1.3570 4.5418
C: -4.4481 -4.0732 3.7978
H: -1.1963 -3.5032 3.0456
H: 3.3430 5.0228 0.9250
C: 1.2508 5.0170 0.5253
C: 1.7721 0.3384 2.8576
Ce: 0.9120 1.3597 -0.4642
S: 4.6042 -0.9318 -4.4536
C: 3.5177 -1.4748 2.6614
C: -3.9769 -1.9855 5.8650
H: -4.9433 2.8342 -3.6198
H: 5.0508 -2.9297 2.3489
C: -4.3305 0.2930 -2.6748
H: -0.0325 -0.5939 -4.2272
O: 0.4031 -0.6451 -1.7322
H: -3.3842 -2.9080 5.8800
H: -4.0098 0.4242 -3.7156
H: -4.7053 -4.7358 2.9470
C: -3.1370 -1.9899 3.5498
H: 1.4516 -1.4708 -4.7934
H: -0.9713 2.0151 2.0281
H: -5.1388 0.2285 4.9070
H: -5.3190 1.5705 -0.1175
S: -2.2169 -1.1021 2.4157
H: 6.3340 -1.3967 0.7637
H: 0.3249 0.6559 5.9167
N: 2.8927 3.1455 -0.0960
H: -3.3949 0.6489 5.0282
H: -5.2539 -3.3595 3.9152
N: -3.1973 -3.3648 3.5201
H: 1.4580 5.7975 -0.2172
H: 3.5079 2.5185 0.4636
H: -5.0268 -2.1684 6.0722
H: -2.2077 -4.4948 2.0006